1.
{
  "formula": "C20H27NO6",
  "method": "ωB97M-V/def2-TZVPD",
  "smiles": "CCCCC1=CC2=CC(=O)[C@@](C)(OC(=O)CC)C(=O)C2=CN1C(CO)CO",
  "total_energy_ev": -34953.0268,
  "de_lowest_kj_mol": 140.7,
  "homo_lumo_gap_ev": 7.59,
  "charge": 0,
  "homo_ev": -7.5,
  "elements": ["C", "C", "C", "H", "H", "C", "C", "C", "C", "C", "C", "O", "C", "C", "O", "C", "C", "N", "C", "H", "C", "O", "H", "H", "H", "C", "O", "H", "H", "H", "H", "C", "H", "H", "H", "O", "C", "O", "C", "H", "H", "C", "H", "H", "H", "H", "H", "H", "H", "H", "H", "H", "H", "H"],
  "xyz": [[5.295750, 0.901823, 0.195903], [4.193171, 0.736774, -0.843195], [3.989401, -0.714722, -1.279071], [3.362558, -0.721272, -2.173832], [4.957312, -1.141902, -1.550606], [3.359275, -1.604969, -0.192608], [1.963039, -1.195610, 0.178433], [1.764733, -0.340782, 1.216595], [0.475058, 0.157087, 1.580716], [0.250650, 1.115580, 2.535035], [-1.046869, 1.639025, 2.798867], [-1.354353, 2.355813, 3.730854], [-2.107592, 1.329019, 1.679325], [-1.993576, -0.115339, 1.211063], [-2.930859, -0.876362, 1.174630], [-0.605317, -0.490112, 0.893722], [-0.362378, -1.402693, -0.076888], [0.885849, -1.692632, -0.523656], [0.986538, -2.321797, -1.831068], [2.043682, -2.456257, -2.068703], [0.324491, -3.712272, -1.860705], [1.013476, -4.640285, -1.063277], [1.848213, -4.875667, -1.482827], [0.264874, -4.042396, -2.904816], [-0.688934, -3.673057, -1.461943], [0.399524, -1.379617, -2.921118], [-0.991139, -1.313703, -2.958025], [-1.329981, -0.644478, -2.340996], [0.848209, -0.385177, -2.789212], [0.712549, -1.770574, -3.895602], [-1.194808, -1.877589, -0.569392], [-3.520398, 1.671109, 2.125421], [-3.819507, 0.982962, 2.910976], [-3.540857, 2.686060, 2.512703], [-4.208148, 1.574212, 1.288393], [-1.716727, 2.273172, 0.644751], [-1.696747, 1.960483, -0.631426], [-1.851135, 0.849445, -1.090407], [-1.457256, 3.191481, -1.477164], [-1.037896, 2.883019, -2.435264], [-0.760933, 3.849943, -0.958521], [-2.791455, 3.909006, -1.692485], [-3.207373, 4.222723, -0.738407], [-2.644193, 4.787640, -2.315205], [-3.501370, 3.248172, -2.184610], [1.062899, 1.482561, 3.143255], [2.616863, 0.015445, 1.773596], [3.375298, -2.647361, -0.515970], [3.975996, -1.542574, 0.703665], [3.254908, 1.134158, -0.450685], [4.456060, 1.323868, -1.725990], [5.436918, 1.954620, 0.426640], [5.052169, 0.386006, 1.120946], [6.236432, 0.505132, -0.179995]],
  "atomic_forces_ev_per_a": [[-0.2, 0.1, -0.1], [0.1, -0.1, -0.1], [-0.1, 0.1, 0.1], [0.0, -0.1, -0.1], [0.0, 0.0, -0.1], [0.1, 0.0, -0.3], [0.2, 0.2, 0.4], [0.0, -0.1, -0.1], [-0.3, 0.2, 0.1], [0.5, -0.2, 0.1], [-0.3, -0.1, -0.2], [-0.1, 0.0, 0.0], [-0.8, 0.3, 0.6], [0.1, -0.3, -0.1], [0.1, 0.1, 0.1], [0.3, -0.7, -0.2], [-0.3, 0.5, 0.5], [0.0, -0.1, 0.4], [-0.4, -0.2, -0.7], [-0.1, 0.0, 0.1], [0.1, 0.4, -0.2], [0.3, -0.3, 0.3], [-0.1, 0.0, 0.0], [-0.1, 0.1, 0.1], [0.0, 0.0, -0.1], [0.7, -0.2, 0.0], [-0.6, 0.0, 0.2], [0.1, 0.1, -0.2], [0.0, -0.1, 0.0], [0.1, 0.1, 0.1], [0.0, 0.0, -0.1], [0.4, 0.0, -0.2], [-0.1, 0.0, 0.0], [0.0, 0.0, 0.0], [0.0, -0.1, 0.0], [-0.1, 0.1, 0.4], [0.4, 0.3, -1.0], [-0.3, 0.1, -0.1], [-0.1, -0.1, 0.1], [0.0, 0.0, 0.1], [0.0, 0.0, 0.0], [0.1, 0.0, 0.0], [-0.1, 0.1, 0.1], [0.0, 0.1, 0.0], [-0.1, 0.0, -0.1], [0.1, 0.1, 0.0], [0.2, 0.0, 0.0], [0.0, 0.0, 0.1], [-0.1, -0.1, 0.0], [0.0, 0.1, -0.1], [-0.1, 0.0, 0.0], [0.1, 0.1, 0.1], [0.0, 0.0, 0.2], [0.1, 0.0, 0.0]],
  "mulliken_charge": [-1.360, -0.382, -0.442, 0.233, 0.555, -1.941, 1.185, -1.051, 1.529, -1.153, -0.202, -0.691, 1.683, -0.043, -0.633, -0.007, -1.139, 0.504, -0.039, 0.516, -0.792, -0.534, 0.354, 0.429, 0.287, -0.950, -0.536, 0.460, 0.319, 0.535, 0.791, -1.812, 0.354, 0.427, 0.417, -0.355, 0.724, -0.702, -0.429, 0.319, 0.257, -1.199, 0.296, 0.394, 0.336, 0.472, 0.439, 0.348, 0.560, 0.252, 0.387, 0.380, 0.292, 0.360]
}

2.
{
  "formula": "C7H13F3O3SSi",
  "method": "ωB97M-V/def2-TZVPD",
  "smiles": "C[Si](C(C)(C)C)=[S@@](=O)(OC=O)C(F)(F)F",
  "total_energy_ev": -40473.2304,
  "de_lowest_kj_mol": 168.4,
  "homo_lumo_gap_ev": 7.20,
  "charge": 0,
  "homo_ev": -8.1,
  "elements": ["C", "C", "C", "C", "C", "C", "C", "O", "O", "O", "F", "F", "F", "Si", "S", "H", "H", "H", "H", "H", "H", "H", "H", "H", "H", "H", "H", "H"],
  "xyz": [[-1.963239, 1.506598, 2.456558], [1.403347, -0.069247, -2.608068], [0.713736, 2.103132, -1.786559], [2.187477, 0.666635, -0.417198], [-0.798652, -1.823423, -1.246727], [1.047724, 0.697757, -1.359345], [-1.576627, -1.719006, 3.284622], [-2.994463, 1.382764, 1.923992], [0.012797, -1.398260, 1.401078], [-0.952433, 0.688414, 2.536115], [-2.466587, -1.173110, 4.117266], [-0.509949, -2.047466, 3.955788], [-2.165547, -2.827779, 2.882856], [-0.633251, -0.009471, -0.649764], [-1.326787, -0.790622, 1.667605], [-1.652091, 2.413472, 3.061274], [2.161580, 0.554365, -3.246029], [1.991340, -1.074552, -2.410272], [0.519231, -0.226478, -3.333140], [1.599862, 2.707418, -2.232270], [0.238623, 2.701514, -1.013690], [-0.067844, 2.131784, -2.642115], [2.066833, 1.142915, 0.571220], [2.511711, -0.417756, -0.378116], [3.075585, 1.368668, -0.574379], [-0.174156, -2.523832, -0.710044], [-1.872874, -1.914664, -1.025408], [-0.375348, -2.049771, -2.225249]],
  "atomic_forces_ev_per_a": [[1.3, 3.6, 2.5], [1.7, -1.0, -2.5], [-0.6, 1.9, -2.3], [2.3, 0.0, 1.7], [0.3, 1.0, -0.1], [-0.9, 0.3, -0.8], [-1.3, 0.0, 0.4], [-2.1, -0.8, -1.3], [-0.9, 1.1, -0.5], [0.6, -2.7, -1.0], [0.1, 1.0, 0.3], [1.0, 0.3, 0.3], [-0.3, -1.5, -0.9], [1.7, -0.7, -0.2], [1.5, -0.3, 1.6], [-0.5, -0.4, -0.6], [-1.1, -0.9, 1.1], [-1.5, 1.8, -0.3], [1.3, 0.0, 1.2], [-1.1, -1.1, 0.9], [0.2, 0.1, 0.3], [1.1, -0.2, 1.2], [-1.1, -1.0, 0.2], [0.1, 1.4, 0.6], [-0.7, -1.1, -1.4], [-0.2, 0.0, 1.0], [0.3, -1.1, -0.7], [-1.1, 0.4, -0.6]],
  "mulliken_charge": [0.120, -1.687, -1.745, -1.520, -1.172, 1.907, 0.708, -0.395, -0.505, -0.200, -0.241, -0.220, -0.254, -0.061, 0.614, 0.339, 0.368, 0.304, 0.359, 0.352, 0.428, 0.347, 0.358, 0.340, 0.342, 0.367, 0.296, 0.450]
}